1:
C40H52I2N8O3PSTi | the ωB97M-V functional and the def2-TZVPD basis

```
108
Properties=species:S:1:pos:R:3:lowdin_charge:R:1
Ti 0.5273 -0.3444 0.4321 0.99
I 5.2648 4.3667 4.0638 0.89
C 4.2190 3.1186 2.7633 -0.74
C 4.9133 2.2772 1.9051 -0.21
C 4.2073 1.4408 1.0553 -0.62
I 5.2198 0.1630 -0.2454 0.95
C 2.8116 1.4299 1.0477 -0.42
O 2.1309 0.6174 0.2504 -0.27
C 2.1230 2.2896 1.9191 -0.16
C 0.6128 2.2891 1.9166 -0.11
N 0.0633 0.9288 2.1498 -0.10
C 0.4698 0.3827 3.4602 -0.10
C 1.7187 -0.4477 3.3475 -0.26
C 2.6578 -0.5250 4.3630 0.01
C 3.7505 -1.3579 4.1960 -0.03
C 3.8717 -2.0876 3.0228 -0.04
C 2.8946 -1.9474 2.0574 -0.12
N 1.8368 -1.1468 2.2144 0.04
C 2.8327 3.1251 2.7690 -0.11
H 5.9942 2.2696 1.8964 0.09
H 0.2482 2.9675 2.6921 0.14
H 0.2209 2.6256 0.9564 0.10
H -0.9585 0.9505 2.1414 0.10
H 0.6141 1.1882 4.1841 0.14
H -0.3500 -0.2417 3.8188 0.12
H 2.5367 0.0697 5.2586 0.13
H 4.5053 -1.4301 4.9679 0.12
H 4.7147 -2.7409 2.8501 0.12
H 2.9569 -2.4780 1.1154 0.11
H 2.2963 3.7828 3.4419 0.11
C -1.6100 -5.9151 6.2552 -0.04
C -1.7801 -4.9065 5.1541 -0.26
C -2.9899 -4.7709 4.4854 -0.02
C -3.1532 -3.8278 3.4797 -0.04
C -2.0885 -3.0070 3.1456 -0.28
C -0.8622 -3.1323 3.7909 -0.05
C -0.7166 -4.0788 4.7864 -0.02
S -2.3360 -1.7606 1.9262 0.62
O -2.4042 -0.4789 2.5858 -0.30
O -3.4435 -2.1785 1.1146 -0.28
N -0.9673 -1.7189 1.0732 -0.19
C -0.6102 -2.6883 0.1769 -0.38
C -1.2504 -3.8856 -0.1793 0.01
C -0.6687 -4.6737 -1.1392 -0.03
C 0.5349 -4.2987 -1.7427 -0.05
C 1.1113 -3.1222 -1.3460 -0.12
N 0.5611 -2.3410 -0.4030 0.01
H -2.4665 -6.5835 6.3178 0.08
H -1.5027 -5.4142 7.2188 0.09
H -0.7149 -6.5176 6.0980 0.09
H -3.8206 -5.4124 4.7520 0.12
H -4.0953 -3.7222 2.9599 0.12
H -0.0234 -2.5153 3.4957 0.09
H 0.2384 -4.1853 5.2876 0.12
H -2.1891 -4.1507 0.2844 0.11
H -1.1514 -5.5980 -1.4296 0.12
H 1.0046 -4.9111 -2.4976 0.11
H 2.0505 -2.7790 -1.7627 0.12
N -0.3767 0.4970 -0.8041 -0.20
P -0.8098 1.3446 -2.0863 0.64
N 0.0634 0.8295 -3.3750 -0.19
C -0.0766 1.5595 -4.6467 -0.18
C 1.2779 1.6983 -5.3250 -0.17
C 1.8600 0.3225 -5.6705 -0.18
C 1.4917 -0.7198 -4.5997 -0.17
C 1.2264 -0.0577 -3.2575 -0.20
N -2.3897 1.2489 -2.5233 -0.19
C -2.8626 0.1136 -3.3341 -0.18
C -3.3450 -1.0484 -2.4749 -0.17
C -4.4327 -0.5830 -1.5143 -0.19
C -3.9309 0.5899 -0.6813 -0.18
C -3.4114 1.7171 -1.5637 -0.19
N -0.5392 2.9512 -1.8274 -0.19
C -1.3877 4.0662 -2.2875 -0.20
C -0.5391 5.1485 -2.9411 -0.18
C 0.4750 5.7411 -1.9522 -0.18
C 0.9501 4.6811 -0.9456 -0.17
C 0.8713 3.2958 -1.5655 -0.20
H -0.5076 2.5418 -4.4464 0.10
H -0.7734 1.0363 -5.3120 0.12
H 1.9520 2.2380 -4.6545 0.11
H 1.1724 2.3080 -6.2230 0.12
H 2.9437 0.4013 -5.7657 0.11
H 1.4839 -0.0043 -6.6413 0.11
H 2.2907 -1.4551 -4.4907 0.11
H 0.5929 -1.2685 -4.8940 0.12
H 2.1142 0.4923 -2.9211 0.12
H 1.0016 -0.8037 -2.5025 0.07
H -2.0646 -0.1956 -4.0058 0.10
H -3.6902 0.4843 -3.9482 0.13
H -2.4967 -1.4518 -1.9087 0.10
H -3.7158 -1.8453 -3.1234 0.12
H -4.7374 -1.3943 -0.8565 0.10
H -5.3124 -0.2742 -2.0911 0.12
H -3.1194 0.2520 -0.0315 0.08
H -4.7250 0.9727 -0.0368 0.12
H -2.9882 2.5139 -0.9539 0.10
H -4.2292 2.1535 -2.1473 0.13
H -1.9299 4.4974 -1.4384 0.12
H -2.1300 3.6831 -2.9859 0.11
H -1.1945 5.9274 -3.3319 0.12
H -0.0189 4.7188 -3.8015 0.10
H 0.0321 6.5838 -1.4195 0.11
H 1.3286 6.1358 -2.5054 0.11
H 0.3197 4.6991 -0.0519 0.11
H 1.9711 4.8831 -0.6189 0.12
H 1.3036 2.5343 -0.9175 0.08
H 1.4517 3.2787 -2.4983 0.12
```

The HOMO energy is -10.360 eV. As for the LUMO energy: -2.32 eV. As for the total charge: +1.

2:
C40H52I2N8O3PSTi | the ωB97M-V functional and the def2-TZVPD basis

```
108
Properties=species:S:1:pos:R:3:lowdin_charge:R:1
Ti -0.7340 0.5973 -0.6826 1.02
I -2.5775 0.9183 -7.9809 0.88
C -2.5447 0.9732 -5.8982 -0.75
C -3.3941 0.1532 -5.1706 -0.22
C -3.3539 0.1711 -3.7839 -0.61
I -4.6021 -1.1066 -2.7134 1.03
C -2.4682 1.0055 -3.0916 -0.42
O -2.3567 1.0067 -1.7744 -0.24
C -1.6180 1.8238 -3.8547 -0.17
C -0.6282 2.6483 -3.0933 -0.11
N 0.2442 1.7710 -2.2710 -0.12
C 1.0414 0.8180 -3.0668 -0.11
C 0.3105 -0.4866 -3.2513 -0.24
C 0.4255 -1.2338 -4.4092 0.01
C -0.2410 -2.4454 -4.4963 -0.02
C -1.0088 -2.8713 -3.4254 -0.03
C -1.0909 -2.0664 -2.3055 -0.13
N -0.4356 -0.9045 -2.2152 0.03
C -1.6574 1.8101 -5.2386 -0.11
H -4.0832 -0.5069 -5.6791 0.08
H -0.0180 3.2431 -3.7785 0.13
H -1.1345 3.3164 -2.3945 0.12
H 0.8717 2.3487 -1.7197 0.11
H 1.3048 1.2388 -4.0402 0.14
H 1.9633 0.6125 -2.5180 0.11
H 1.0129 -0.8575 -5.2358 0.13
H -0.1733 -3.0410 -5.3970 0.12
H -1.5605 -3.7996 -3.4583 0.12
H -1.7029 -2.3325 -1.4555 0.09
H -0.9857 2.4474 -5.8014 0.10
C -8.2584 0.0415 1.5613 -0.04
C -6.7582 -0.0264 1.5406 -0.25
C -6.0778 -0.8075 2.4764 -0.02
C -4.6982 -0.8840 2.4717 -0.04
C -3.9910 -0.1755 1.5056 -0.28
C -4.6394 0.6087 0.5616 -0.08
C -6.0223 0.6773 0.5913 -0.03
S -2.2446 -0.2419 1.5176 0.66
O -1.7295 -1.0125 0.3403 -0.39
O -1.8249 -0.7294 2.7953 -0.26
N -1.6786 1.1411 1.0446 -0.23
C -1.7878 2.4739 1.3642 -0.38
C -2.4428 3.0097 2.4678 0.01
C -2.4330 4.3852 2.6059 -0.05
C -1.7795 5.1685 1.6620 -0.06
C -1.1545 4.5341 0.6037 -0.12
N -1.1523 3.2107 0.4446 0.11
H -8.6236 0.2846 2.5595 0.09
H -8.6883 -0.9224 1.2836 0.09
H -8.6322 0.7909 0.8662 0.08
H -6.6393 -1.3544 3.2238 0.12
H -4.1669 -1.4717 3.2075 0.12
H -4.0727 1.1413 -0.1918 0.09
H -6.5383 1.2849 -0.1416 0.12
H -2.9343 2.3642 3.1832 0.12
H -2.9319 4.8467 3.4479 0.12
H -1.7546 6.2451 1.7438 0.11
H -0.6333 5.1087 -0.1538 0.11
N 0.8940 0.4453 -0.0199 -0.23
P 1.9986 -0.3835 0.7616 0.64
N 1.7105 -0.2880 2.3762 -0.18
C 1.3535 1.0419 2.9112 -0.19
C 0.8639 0.8995 4.3424 -0.18
C 1.9877 0.3940 5.2553 -0.18
C 2.9141 -0.5765 4.5032 -0.17
C 2.1668 -1.2704 3.3733 -0.20
N 3.4969 0.1615 0.3285 -0.19
C 3.7181 1.4552 -0.3167 -0.21
C 4.8753 1.3481 -1.2989 -0.17
C 6.1608 0.8492 -0.6003 -0.18
C 5.8920 0.4442 0.8486 -0.18
C 4.6780 -0.4666 0.9518 -0.18
N 2.0551 -2.0013 0.4473 -0.18
C 2.6316 -2.4803 -0.8140 -0.20
C 3.1810 -3.8881 -0.6297 -0.18
C 2.0947 -4.8312 -0.1204 -0.19
C 1.4402 -4.2691 1.1385 -0.17
C 0.9399 -2.8547 0.8909 -0.19
H 0.5856 1.4739 2.2728 0.08
H 2.2226 1.7146 2.8845 0.12
H 0.0177 0.2103 4.3448 0.10
H 0.4876 1.8629 4.6903 0.12
H 1.5559 -0.0972 6.1285 0.11
H 2.5720 1.2364 5.6302 0.11
H 3.3248 -1.3264 5.1805 0.12
H 3.7663 -0.0370 4.0797 0.10
H 1.3003 -1.8027 3.7827 0.12
H 2.7926 -2.0135 2.8813 0.10
H 3.9155 2.2392 0.4229 0.12
H 2.7975 1.7365 -0.8241 0.07
H 5.0394 2.3186 -1.7704 0.11
H 4.5855 0.6548 -2.0934 0.10
H 6.9323 1.6188 -0.6245 0.11
H 6.5659 -0.0087 -1.1407 0.11
H 5.7383 1.3297 1.4698 0.11
H 6.7549 -0.0774 1.2639 0.12
H 4.4723 -0.6925 2.0011 0.10
H 4.8929 -1.4190 0.4542 0.11
H 3.4108 -1.7909 -1.1368 0.10
H 1.8530 -2.4901 -1.5919 0.11
H 4.0068 -3.8522 0.0874 0.11
H 3.5884 -4.2436 -1.5784 0.12
H 2.5071 -5.8230 0.0686 0.11
H 1.3306 -4.9492 -0.8976 0.11
H 2.1623 -4.2547 1.9605 0.11
H 0.6038 -4.8966 1.4522 0.12
H 0.4807 -2.4253 1.7785 0.10
H 0.1667 -2.8675 0.1126 0.10
```

The HOMO energy is -10.097 eV. As for the LUMO energy: -2.36 eV. As for the total charge: +1.

Which of them is most stable? Easy: 1.

1:
C2H2BrN | the ωB97M-V functional and the def2-TZVPD basis

```
6
Properties=species:S:1:pos:R:3:lowdin_charge:R:1
C 0.1382 0.2964 -0.2340 -0.29
C -1.2114 0.4335 -0.1969 0.04
N 1.3244 0.2174 -0.0936 0.13
Br 3.5991 -1.9920 0.7846 -0.02
H -1.8262 0.5245 0.6858 0.06
H -2.0240 0.5202 -0.9459 0.07
```

The HOMO energy (spin up / spin down) is -10.926 / -9.969 eV. As for the LUMO energy (spin up / spin down): -1.80 / -3.04 eV.

2:
C2H2BrN | the ωB97M-V functional and the def2-TZVPD basis

```
6
Properties=species:S:1:pos:R:3:lowdin_charge:R:1
C 0.2678 0.9570 0.0815 -0.37
C -0.0157 -0.4567 -0.0370 -0.62
N 0.5986 2.0464 0.0211 0.15
Br -1.9341 -0.8363 0.0616 0.63
H 0.4790 -0.6553 -0.9721 0.06
H 0.6044 -1.0551 0.8449 0.14
```

The HOMO energy is -11.092 eV. As for the LUMO energy: 0.21 eV. The structure (SMILES) is N#CCBr.

3:
C2H2BrN | the ωB97M-V functional and the def2-TZVPD basis

```
6
Properties=species:S:1:pos:R:3:lowdin_charge:R:1
C 0.6479 -1.1510 0.0979 0.07
C -1.3100 0.4878 0.3544 -0.65
N -0.3100 -0.3917 0.1278 -0.16
Br -3.0518 -0.1027 -0.0379 0.61
H 1.4230 -1.5879 -0.6142 0.08
H -1.2832 1.5788 0.5516 0.05
```

The HOMO energy is -7.737 eV. As for the LUMO energy: 0.54 eV.

4:
C2H2BrN | the ωB97M-V functional and the def2-TZVPD basis

```
6
Properties=species:S:1:pos:R:3:lowdin_charge:R:1
C 1.3727 -0.9471 -0.4557 -0.03
C -0.9902 1.4187 0.3604 -0.53
N 0.9344 0.1153 -0.4781 0.04
Br -2.0854 -0.0036 -0.0645 0.53
H 1.3823 -1.9575 -0.8010 0.07
H -0.6139 1.3742 1.4388 -0.07
```

The HOMO energy is -8.442 eV. As for the LUMO energy: -0.43 eV.

Which of them is most stable? Easy: 2.